# 1
{
  "formula": "C19H44NO2P2SV",
  "method": "ωB97M-V/def2-TZVPD",
  "charge": 1,
  "e_tot_ev": -81094.4862,
  "relative_energy_kj_mol": 0.0,
  "spin_multiplicity": 4,
  "s2": 3.77,
  "homo_ev": [-10.39, -11.34],
  "orbital_gap_ev": [7.9221, 8.3123],
  "symbols": ["V", "P", "P", "N", "C", "H", "H", "C", "H", "H", "C", "H", "H", "C", "H", "H", "C", "C", "H", "H", "H", "C", "C", "H", "H", "H", "C", "C", "H", "H", "H", "C", "C", "H", "H", "H", "C", "C", "H", "H", "H", "C", "H", "H", "H", "C", "H", "H", "H", "C", "H", "H", "H", "H", "H", "H", "H", "O", "H", "H", "C", "S", "C", "O", "H", "H", "H", "H", "H", "H"],
  "xyz": [[-0.364, 0.170, -0.166], [-0.284, -1.769, -1.244], [-0.006, 2.276, 0.449], [1.074, 0.712, -1.821], [1.317, -1.697, -2.255], [1.957, -2.563, -2.017], [1.073, -1.761, -3.331], [2.060, -0.388, -1.953], [2.606, -0.461, -0.998], [2.795, -0.164, -2.755], [1.630, 2.094, -1.754], [0.972, 2.740, -2.360], [2.634, 2.121, -2.220], [1.673, 2.609, -0.315], [1.980, 3.670, -0.287], [2.405, 2.029, 0.273], [0.163, 2.784, 2.258], [0.342, 1.586, 3.206], [1.370, 1.187, 3.187], [-0.359, 0.772, 2.954], [0.126, 1.903, 4.243], [-1.097, 3.621, -0.289], [-2.544, 3.437, 0.197], [-3.245, 3.508, -0.655], [-2.825, 4.221, 0.924], [-2.675, 2.453, 0.675], [-1.555, -2.218, -2.562], [-2.768, -2.905, -1.915], [-3.675, -2.834, -2.543], [-2.979, -2.438, -0.935], [-2.560, -3.979, -1.760], [-0.008, -3.347, -0.252], [-1.093, -3.575, 0.812], [-0.716, -4.272, 1.583], [-2.011, -4.011, 0.382], [-1.367, -2.630, 1.306], [-1.826, -0.145, 0.762], [-0.600, 5.061, -0.102], [0.220, 5.115, 0.637], [-0.238, 5.506, -1.044], [-1.421, 5.700, 0.274], [-0.914, -3.136, -3.615], [-1.595, -3.967, -3.869], [-0.704, -2.567, -4.539], [0.036, -3.569, -3.263], [0.239, -4.596, -1.111], [0.460, -5.464, -0.464], [-0.650, -4.853, -1.714], [1.093, -4.468, -1.801], [-1.053, 3.630, 2.673], [-2.008, 3.106, 2.504], [-1.000, 3.881, 3.745], [-1.068, 4.573, 2.095], [1.072, 3.413, 2.313], [0.926, -3.095, 0.286], [-1.077, 3.363, -1.366], [-1.883, -1.274, -3.040], [-2.842, -0.322, 1.330], [0.434, 0.668, -2.619], [-1.496, 0.776, -1.246], [3.340, -0.303, 2.181], [2.041, -1.383, 1.475], [1.278, -1.905, 3.065], [0.971, -0.293, 1.255], [3.283, -0.198, 3.280], [3.316, 0.702, 1.727], [4.323, -0.756, 1.942], [1.702, -2.879, 3.375], [0.186, -2.034, 2.934], [1.413, -1.163, 3.879]],
  "mulliken_spin": [2.6683, -0.0413, -0.0684, 0.0023, 0.0226, 0.0019, 0.0050, 0.0289, -0.0039, 0.0010, -0.0036, 0.0002, -0.0014, 0.0501, -0.0014, -0.0099, 0.0078, 0.0169, -0.0020, 0.0107, 0.0006, 0.0293, 0.0117, 0.0040, -0.0007, 0.0020, 0.0478, 0.0051, 0.0007, -0.0010, 0.0003, 0.0167, -0.0029, 0.0026, 0.0009, -0.0093, 0.0620, 0.0020, -0.0010, 0.0005, -0.0001, 0.0012, 0.0009, 0.0002, -0.0014, 0.0015, 0.0001, -0.0002, 0.0006, -0.0051, -0.0003, 0.0002, 0.0006, -0.0023, 0.0027, -0.0115, -0.0105, 0.2621, 0.0084, -0.0933, 0.0003, 0.0236, 0.0001, -0.0335, 0.0002, -0.0014, 0.0004, -0.0014, 0.0021, 0.0009]
}

***

# 2
{
  "formula": "C3H2F2N2S",
  "method": "ωB97M-V/def2-TZVPD",
  "e_tot_ev": -22392.0299,
  "relative_energy_kj_mol": 113.8,
  "spin_multiplicity": 1,
  "smiles": "FC(F)c1csnn1",
  "homo_ev": -10.05,
  "orbital_gap_ev": 10.1082,
  "symbols": ["F", "C", "F", "C", "C", "S", "N", "N", "H", "H"],
  "xyz": [[1.600, 0.040, -2.273], [0.816, -0.747, -1.539], [-0.454, -0.195, -1.538], [1.304, -0.693, -0.122], [2.144, 0.306, 0.583], [2.259, -0.182, 2.145], [1.382, -1.560, 1.852], [0.844, -1.634, 0.724], [0.896, -1.759, -1.827], [2.573, 1.287, 0.129]],
  "lowdin_charge": [0.0798, -0.3554, 0.0540, -0.2804, -0.3650, 1.0020, -0.3555, -0.0374, 0.1427, 0.1153]
}

***

# 3
{
  "formula": "C3H3ClIN",
  "method": "ωB97M-V/def2-TZVPD",
  "e_tot_ev": -25267.4202,
  "relative_energy_kj_mol": 0.0,
  "spin_multiplicity": 3,
  "s2": 2.02,
  "homo_ev": [-6.81, -10.39],
  "orbital_gap_ev": [6.6394, 6.7583],
  "symbols": ["C", "C", "C", "N", "Cl", "I", "H", "H", "H"],
  "xyz": [[0.173, -1.734, -1.359], [0.587, -0.787, 0.841], [-0.222, -1.423, -0.026], [0.581, -2.070, -2.354], [-0.020, 2.818, -1.159], [2.428, 0.072, 0.076], [0.290, -0.721, 1.818], [1.059, 2.811, -0.362], [-1.009, -1.852, 0.462]],
  "mulliken_spin": [0.0230, 0.8810, 0.5881, 0.3200, 0.0035, 0.1207, 0.0225, 0.0021, 0.0391]
}

***

# 4
{
  "formula": "C25H72F3N6O9S",
  "method": "ωB97M-V/def2-TZVPD",
  "charge": 5,
  "e_tot_ev": -73395.3988,
  "relative_energy_kj_mol": 567.1,
  "spin_multiplicity": 1,
  "homo_ev": -19.14,
  "orbital_gap_ev": 8.9362,
  "symbols": ["C", "C", "C", "O", "C", "N", "H", "H", "H", "H", "H", "H", "H", "H", "H", "H", "H", "H", "C", "C", "C", "O", "C", "N", "H", "H", "H", "H", "H", "H", "H", "H", "H", "H", "H", "H", "C", "C", "C", "O", "C", "N", "H", "H", "H", "H", "H", "H", "H", "H", "H", "H", "H", "H", "C", "C", "C", "O", "C", "N", "H", "H", "H", "H", "H", "H", "H", "H", "H", "H", "H", "H", "C", "C", "C", "O", "C", "N", "H", "H", "H", "H", "H", "H", "H", "H", "H", "H", "H", "H", "C", "C", "C", "O", "C", "N", "H", "H", "H", "H", "H", "H", "H", "H", "H", "H", "H", "H", "C", "F", "F", "F", "S", "O", "O", "O"],
  "xyz": [[1.665, -4.437, -0.952], [0.531, -4.468, 0.126], [1.183, -3.971, 1.444], [0.305, -4.015, 2.523], [1.030, -4.014, 3.691], [-0.652, -3.572, -0.317], [-0.982, -3.654, -1.268], [-1.315, -3.382, 0.421], [-0.515, -2.576, -0.414], [2.368, -5.224, -0.679], [2.206, -3.494, -0.868], [1.188, -4.579, -1.922], [0.182, -5.499, 0.173], [1.517, -2.934, 1.449], [2.035, -4.606, 1.688], [1.717, -4.854, 3.799], [0.193, -4.242, 4.352], [1.232, -2.979, 3.966], [3.072, 4.305, -6.918], [2.481, 4.933, -5.574], [2.729, 4.070, -4.327], [1.818, 4.599, -3.374], [1.172, 3.605, -2.524], [3.020, 6.349, -5.514], [2.502, 6.911, -4.852], [4.016, 6.514, -5.490], [2.793, 6.772, -6.403], [4.151, 4.272, -7.068], [2.556, 4.719, -7.785], [2.951, 3.225, -7.001], [1.396, 5.031, -5.548], [3.788, 4.197, -4.101], [2.446, 3.054, -4.602], [0.227, 3.380, -3.018], [0.973, 4.010, -1.532], [1.875, 2.773, -2.479], [-5.569, -3.773, 3.644], [-4.095, -4.301, 3.273], [-2.815, -3.558, 3.882], [-2.877, -2.203, 3.491], [-1.612, -1.592, 3.733], [-3.974, -5.839, 3.547], [-4.414, -6.210, 4.377], [-4.486, -6.356, 2.847], [-3.067, -6.240, 3.354], [-5.832, -2.736, 3.437], [-5.810, -3.920, 4.697], [-6.280, -4.380, 3.084], [-4.009, -4.354, 2.188], [-2.012, -4.007, 3.298], [-2.805, -3.561, 4.972], [-1.630, -0.542, 3.442], [-0.840, -1.930, 3.042], [-1.201, -1.568, 4.742], [-4.477, -5.590, -1.287], [-5.415, -4.391, -1.571], [-5.229, -3.132, -0.669], [-3.898, -2.483, -0.733], [-3.859, -1.334, 0.174], [-4.975, -3.976, -3.011], [-3.986, -3.782, -3.081], [-5.164, -4.757, -3.624], [-5.535, -3.216, -3.369], [-4.643, -6.083, -0.329], [-3.410, -5.416, -1.152], [-4.625, -6.422, -1.975], [-6.447, -4.738, -1.618], [-5.451, -3.457, 0.347], [-5.902, -2.375, -1.071], [-3.565, -0.435, -0.366], [-3.122, -1.502, 0.960], [-4.810, -1.042, 0.621], [-2.179, 3.451, 4.651], [-2.416, 4.331, 3.403], [-1.062, 4.941, 2.846], [-1.486, 5.596, 1.627], [-0.364, 5.820, 0.704], [-3.122, 3.435, 2.311], [-2.552, 2.622, 2.122], [-4.048, 3.137, 2.582], [-3.093, 4.021, 1.489], [-3.111, 3.082, 5.078], [-1.678, 4.041, 5.419], [-1.275, 2.862, 4.489], [-3.214, 5.029, 3.659], [-0.353, 4.114, 2.816], [-0.686, 5.693, 3.540], [-0.957, 6.345, -0.045], [0.048, 4.908, 0.272], [0.388, 6.487, 1.124], [8.441, 0.741, -2.162], [7.133, 1.452, -2.243], [6.410, 1.724, -0.917], [5.214, 2.353, -1.153], [4.317, 2.416, -0.056], [7.387, 2.650, -3.148], [6.509, 3.144, -3.225], [8.056, 3.270, -2.714], [7.568, 2.561, -4.138], [8.309, -0.330, -2.009], [9.206, 1.092, -1.468], [8.887, 0.633, -3.150], [6.494, 0.848, -2.888], [6.951, 2.386, -0.241], [6.229, 0.733, -0.499], [4.019, 1.482, 0.419], [3.383, 2.937, -0.269], [4.541, 3.117, 0.748], [1.067, 1.173, 1.529], [2.178, 0.544, 1.219], [0.733, 0.963, 2.788], [1.319, 2.456, 1.425], [-0.563, 0.744, 0.581], [-1.750, 1.036, 1.496], [-0.457, 1.602, -0.630], [-0.429, -0.664, 0.221]],
  "lowdin_charge": [-0.0161, -0.2286, -0.1925, -0.2420, -0.0971, 0.2327, 0.1578, 0.1386, 0.1015, 0.1035, 0.0908, 0.0871, 0.1520, 0.1415, 0.1398, 0.1211, 0.0893, 0.1090, -0.0135, -0.2611, -0.1927, -0.2015, -0.0442, 0.2423, 0.1741, 0.1756, 0.1684, 0.0862, 0.0938, 0.0846, 0.1602, 0.1212, 0.1346, 0.0998, 0.0653, 0.0832, 0.0005, -0.2046, -0.1608, -0.1715, -0.0893, 0.2334, 0.1770, 0.1555, 0.1657, 0.0914, 0.0925, 0.0762, 0.1117, 0.1000, 0.1511, 0.0702, 0.0683, 0.1120, -0.0397, -0.2172, -0.1363, -0.2149, -0.0638, 0.2390, 0.1589, 0.1680, 0.1733, 0.0797, 0.0735, 0.1008, 0.1669, 0.1190, 0.1360, 0.0911, 0.0605, 0.0996, -0.0361, -0.2347, -0.1367, -0.2006, -0.0414, 0.2343, 0.0754, 0.1643, 0.1455, 0.0964, 0.0977, 0.0776, 0.1521, 0.1138, 0.1445, 0.0987, 0.0590, 0.0998, -0.0391, -0.2926, -0.1853, -0.1762, -0.0854, 0.2370, 0.1443, 0.1788, 0.1769, 0.1059, 0.1106, 0.0991, 0.1574, 0.1523, 0.1498, 0.0795, 0.0738, 0.1042, -0.6850, 0.1587, 0.1296, 0.1414, 0.5904, -0.3731, -0.3381, -0.3639]
}